No. 1
Here is C12H14BBeClF3N3O10S2 as an isolated structure at a distorted geometry from the OMol25 dataset. Energies are from ωB97M-V/def2-TZVPD.

Atoms and positions in Å:
O 0.73 2.18 1.55
C 0.47 1.06 1.14
C 1.46 0.06 0.72
C 0.78 -0.77 -0.09
C 1.33 -1.93 -0.81
B 1.49 -1.46 -2.35
O 0.92 -2.14 -3.39
O 2.23 -0.30 -2.54
C -0.62 -0.28 -0.16
O -1.47 -0.46 -0.95
O -0.76 0.57 0.96
H 2.49 0.04 1.01
H 0.70 -2.80 -0.71
H 2.33 -2.12 -0.44
H 0.05 -1.75 -3.57
H 1.61 0.43 -2.64
N -4.58 0.75 -1.65
S -5.93 0.92 -0.89
O -6.93 1.71 -1.51
O -5.78 1.05 0.56
F -6.50 -0.52 -1.05
S -3.73 2.08 -1.73
O -2.68 2.00 -2.67
O -3.45 2.69 -0.46
F -4.73 3.09 -2.42
Be -4.90 1.69 1.98
C -6.00 -1.20 5.63
O -5.96 -2.21 4.95
N -6.42 -1.20 6.93
N -5.63 0.03 5.14
H -6.46 -0.38 7.50
H -6.69 -2.08 7.32
H -5.32 0.06 4.18
H -5.66 0.88 5.67
F 4.76 -0.25 -0.82
C 5.86 -0.20 -1.62
C 6.51 -1.37 -1.93
C 7.63 -1.32 -2.75
C 8.08 -0.10 -3.23
C 7.41 1.07 -2.90
C 6.28 1.02 -2.09
H 6.14 -2.31 -1.54
H 8.15 -2.23 -3.01
H 8.95 -0.06 -3.87
H 7.76 2.02 -3.27
H 5.74 1.92 -1.82
Cl 0.33 2.09 3.65

Frontier orbital gap   2.7 eV
Largest force on an atom   3.2 eV/Å
Lowest unoccupied orbital energy   -0.18094 Eh

---

No. 2
Here is H32NeO16 as an isolated structure at a distorted geometry from the OMol25 dataset. Energies are from ωB97M-V/def2-TZVPD.

Atoms and positions in Å:
Ne 0.26 -12.64 13.97
O -1.75 -12.85 16.00
H -1.34 -12.07 15.62
H -1.68 -13.52 15.31
O -1.92 -14.96 14.21
H -1.37 -15.61 14.65
H -2.82 -15.24 14.39
O -2.21 -13.74 11.77
H -1.88 -14.21 12.53
H -1.43 -13.44 11.31
O 0.91 -16.07 12.59
H 0.14 -16.61 12.43
H 1.02 -16.07 13.54
O 3.76 -12.62 16.00
H 3.58 -11.81 15.52
H 3.84 -13.29 15.32
O 0.41 -10.61 15.93
H 0.17 -10.89 16.82
H 1.22 -11.08 15.74
O 3.66 -10.39 12.69
H 4.11 -9.63 12.32
H 2.75 -10.28 12.40
O 3.94 -14.17 13.80
H 4.17 -14.88 13.20
H 3.10 -14.44 14.17
O 1.85 -15.49 15.15
H 2.62 -16.00 15.39
H 1.13 -15.89 15.64
O 3.19 -12.50 11.05
H 2.28 -12.62 11.33
H 3.51 -11.77 11.57
O -0.62 -8.74 14.02
H -0.35 -9.45 14.59
H -1.43 -8.41 14.40
O 0.97 -10.21 11.90
H 0.43 -9.72 12.52
H 0.35 -10.74 11.41
O -2.22 -10.82 11.78
H -2.70 -10.60 12.58
H -2.24 -11.77 11.74
O 0.10 -12.76 10.46
H 0.53 -13.49 10.02
H -0.41 -12.34 9.77
O 3.35 -9.94 15.28
H 2.89 -9.13 15.47
H 3.26 -10.06 14.33
O -3.53 -10.97 14.46
H -3.20 -11.53 15.16
H -3.50 -10.08 14.82

Frontier orbital gap   9.6 eV
Largest force on an atom   1.3 eV/Å
Lowest unoccupied orbital energy   -0.02366 Eh

---

No. 3
Here is C47H54N2O6P2SSeTeTi as an isolated structure at a distorted geometry from the OMol25 dataset. Energies are from ωB97M-V/def2-TZVPD.

Atoms and positions in Å:
Ti 13.40 13.84 15.66
C 11.38 10.12 18.99
N 12.18 10.93 18.17
P 12.56 12.41 18.61
C 11.43 13.29 19.88
C 11.00 14.62 19.71
C 10.20 15.20 20.71
C 9.86 14.49 21.86
C 10.38 13.19 22.04
C 11.20 12.61 21.08
C 14.01 12.18 19.72
C 14.77 11.03 19.42
C 15.99 10.81 20.07
C 16.43 11.76 21.02
C 15.68 12.89 21.29
C 14.40 13.08 20.69
P 12.37 10.93 15.05
C 13.28 9.47 14.95
C 12.79 8.32 15.60
C 13.56 7.16 15.59
C 14.84 7.22 15.04
C 15.42 8.44 14.54
C 14.65 9.61 14.63
C 10.57 10.49 15.32
C 10.03 9.77 14.26
C 8.71 9.38 14.29
C 7.89 9.83 15.36
C 8.30 10.85 16.22
C 9.65 11.19 16.13
H 10.35 10.51 19.16
H 11.91 9.89 19.93
H 11.35 9.18 18.42
H 11.26 15.14 18.78
H 9.79 16.21 20.57
H 9.30 14.98 22.66
H 10.16 12.60 22.96
H 11.63 11.59 21.18
H 14.47 10.42 18.59
H 16.50 9.88 19.84
H 17.38 11.63 21.48
H 15.95 13.62 22.07
H 13.74 13.88 21.00
H 11.79 8.23 15.99
H 13.17 6.17 15.93
H 15.41 6.26 14.99
H 16.42 8.43 14.14
H 15.06 10.60 14.39
H 10.70 9.66 13.40
H 8.33 8.66 13.52
H 6.97 9.36 15.65
H 7.59 11.36 16.90
H 9.92 12.14 16.57
O 9.42 16.37 14.69
Se 10.22 16.94 16.01
O 11.65 17.78 15.85
O 12.36 14.82 16.54
O 13.43 11.82 15.79
C 10.50 13.02 12.89
C 11.91 12.97 13.40
O 12.31 11.56 13.55
N 12.62 13.92 13.84
Te 14.80 15.72 11.13
C 14.30 17.73 10.39
C 14.70 18.07 9.07
C 15.38 17.02 8.19
C 14.28 19.29 8.56
C 13.39 20.09 9.26
C 12.76 21.30 8.62
C 13.04 19.74 10.60
C 13.47 18.54 11.18
C 13.01 18.09 12.54
C 16.93 15.10 10.98
C 17.21 13.75 11.29
C 16.12 12.72 11.54
C 18.55 13.36 11.26
C 19.61 14.27 11.02
C 21.03 13.77 11.19
C 19.24 15.59 10.65
C 17.93 16.07 10.75
C 17.66 17.55 10.83
H 9.79 12.98 13.72
H 10.38 12.11 12.25
H 10.31 13.84 12.22
H 14.73 16.17 8.07
H 16.36 16.67 8.53
H 15.55 17.43 7.15
H 14.64 19.58 7.56
H 11.72 21.00 8.31
H 13.31 21.74 7.75
H 12.71 22.08 9.41
H 12.43 20.44 11.19
H 12.49 18.87 13.07
H 13.81 17.70 13.19
H 12.33 17.18 12.43
H 15.54 12.97 12.50
H 16.54 11.73 11.77
H 15.40 12.60 10.72
H 18.76 12.32 11.55
H 20.98 12.91 11.92
H 21.70 14.50 11.68
H 21.51 13.35 10.30
H 20.05 16.28 10.51
H 18.46 18.06 11.42
H 16.76 17.74 11.34
H 17.74 18.09 9.89
C 16.11 17.30 15.98
S 15.86 15.57 16.59
C 17.35 14.85 15.88
O 14.90 14.92 15.46
H 17.17 17.49 15.68
H 15.89 17.99 16.83
H 15.42 17.50 15.15
H 17.93 15.65 15.38
H 17.05 14.09 15.12
H 17.95 14.47 16.71

Multiplicity   2
Frontier orbital gap (spin up / spin down)   5.6 / 5.1 eV
Net charge   +1
Largest force on an atom   3.3 eV/Å
Lowest unoccupied orbital energy (spin up / spin down)   -0.12583 / -0.14392 Eh

---

No. 4
Here is one molecule with the formula C11H21N3O5 at a distorted geometry from the OMol25 dataset. Energies are from ωB97M-V/def2-TZVPD.

Atoms and positions in Å:
C -0.45 1.37 -0.05
C -1.32 0.86 1.22
C 0.99 1.24 0.57
C 2.01 1.29 -0.59
C 3.44 0.81 -0.34
C 3.56 -0.68 -0.27
C -1.37 -1.48 0.23
C 0.13 -1.91 0.04
C -2.06 -1.17 -1.19
C -3.20 -0.18 -1.17
C -4.10 -0.58 -0.05
H -0.93 3.14 0.44
H 0.07 3.11 -0.74
H -0.47 0.85 -0.93
H 1.19 2.17 1.14
H 1.32 0.32 1.30
H 2.09 2.49 -0.73
H 1.54 0.79 -1.50
H 4.07 1.28 -1.08
H 3.91 1.17 0.64
H 2.94 -1.07 -1.14
H 4.68 -0.84 -0.58
H 3.67 -0.74 1.90
H 4.22 -2.06 1.13
H -2.00 -0.87 2.23
H -1.74 -2.46 0.58
H -1.23 -1.09 -1.94
H -2.54 -2.22 -1.28
H -2.85 0.90 -1.10
H -3.81 -0.13 -2.16
H -5.32 0.96 -0.46
H 1.78 -2.23 0.77
N -0.84 2.75 -0.46
N 3.45 -1.27 1.11
N -1.48 -0.59 1.37
O -1.54 1.59 2.21
O 0.67 -1.75 -1.12
O -4.00 -1.52 0.72
O -5.23 0.23 0.16
O 0.76 -2.47 1.10

Frontier orbital gap   10.0 eV
Structure (SMILES)   NCCCC[C@H](N)C(=O)N[C@@H](CCC(=O)O)C(=O)O
Largest force on an atom   5.5 eV/Å
Lowest unoccupied orbital energy   0.02358 Eh

---

No. 5
Here is one molecule with the formula C4H9NO2 at a distorted geometry from the OMol25 dataset. Energies are from ωB97M-V/def2-TZVPD.

Atoms and positions in Å:
C 1.33 -1.50 1.73
O 1.10 -0.81 0.53
C -0.25 -0.84 0.13
C -0.39 0.03 -1.11
N -0.06 1.43 -0.85
C -1.05 2.35 -1.12
O -2.12 2.03 -1.59
H 0.75 -1.07 2.56
H 1.08 -2.57 1.65
H 2.40 -1.41 1.96
H -0.90 -0.46 0.93
H -0.56 -1.87 -0.10
H -1.43 0.03 -1.45
H 0.23 -0.38 -1.91
H 0.84 1.61 -0.42
H -0.97 3.43 -0.94

Frontier orbital gap   10.7 eV
Structure (SMILES)   COCCNC=O
Largest force on an atom   1.3 eV/Å
Lowest unoccupied orbital energy   0.03443 Eh

---

No. 6
Here is a 2-piece molecular cluster, C4H12 overall from the OMol25 dataset. Energies are from ωB97M-V/def2-TZVPD.

Atoms and positions in Å:
C -1.60 -1.18 2.06
C -2.16 -0.83 0.68
H -2.39 -1.51 2.75
H -0.87 -1.98 2.02
H -1.10 -0.32 2.52
H -3.16 -0.41 0.76
H -1.57 -0.07 0.18
H -2.21 -1.69 0.02
C 1.88 0.95 -2.15
C 1.91 1.06 -0.63
H 1.62 -0.08 -2.40
H 1.05 1.55 -2.55
H 2.83 1.23 -2.59
H 1.87 2.09 -0.27
H 2.84 0.63 -0.24
H 1.07 0.55 -0.17

Frontier orbital gap   12.9 eV
Structure (SMILES)   CC.CC
Largest force on an atom   0.8 eV/Å
Lowest unoccupied orbital energy   0.03972 Eh

---

No. 7
Here is a 2-piece molecular cluster, C9H14 overall at a distorted geometry from the OMol25 dataset. Energies are from ωB97M-V/def2-TZVPD.

Atoms and positions in Å:
C -0.18 -1.05 2.55
C -0.99 0.17 2.07
H 0.64 -1.23 1.85
H 0.15 -0.87 3.57
H -0.85 -1.91 2.52
H -0.29 1.01 2.07
H -1.72 0.41 2.86
H -1.56 0.07 1.15
C 0.37 2.38 -1.77
C 1.48 -1.08 -0.84
C 1.50 0.27 -1.16
C 0.32 -1.84 -0.75
C 0.31 0.92 -1.46
C -0.85 -1.15 -0.95
C -0.88 0.16 -1.42
H 2.45 -1.59 -0.81
H 2.41 0.78 -0.89
H 0.42 -2.86 -0.38
H -1.84 -1.59 -0.85
H 0.71 2.46 -2.81
H 0.85 3.05 -1.03
H -1.83 0.62 -1.67
H -0.61 2.85 -1.86

Frontier orbital gap   10.1 eV
Structure (SMILES)   Cc1ccccc1.CC
Largest force on an atom   1.9 eV/Å
Lowest unoccupied orbital energy   0.03812 Eh

---

No. 8
Here is one molecule with the formula C3H6ClNS at a distorted geometry from the OMol25 dataset. Energies are from ωB97M-V/def2-TZVPD.

Atoms and positions in Å:
C -1.47 -0.79 -0.37
C 0.06 -0.74 0.03
C 1.68 1.11 0.00
H -1.57 -0.11 -1.19
H -2.07 -1.74 -0.34
H 0.33 -1.49 0.78
H 0.62 -1.18 -0.94
H -0.09 1.11 0.91
H 2.21 0.59 -0.83
N 0.47 0.63 0.26
S 2.16 2.50 0.69
Cl -2.33 0.11 1.00

Frontier orbital gap   9.1 eV
Structure (SMILES)   S=CNCCCl
Largest force on an atom   4.2 eV/Å
Lowest unoccupied orbital energy   0.02140 Eh